The following is a DFT calculation (ωB97M-V/def2-TZVPD) of C38H79AsF6O20PS8 as an isolated structure in a non-equilibrium geometry.

Computed properties:
- E_LUMO (eV) = 1.44
- energy above the lowest of the compared OMol25 structures with the same formula, charge and spin (kcal per mole) = 32.4
- HOMO-LUMO gap (eV) = 8.88
- E_HOMO (eV) = -7.44
- net charge = -1
- maximum force (eV/Å) = 3.4
- E_tot (a.u.) = -9362.1697

CARTESIAN COORDINATES (ANGSTROEM)
As -0.8188 -1.0113 -0.4553
F -0.2824 0.5524 -1.0594
F -2.0770 -1.1384 -1.6621
F -1.2183 -2.5383 0.3061
F 0.4860 -0.9167 0.6827
F -1.9434 -0.1475 0.5948
F 0.2087 -1.8040 -1.6349
C 2.3080 -4.0456 -0.6755
C 2.5305 -3.6579 -2.1154
C 1.7014 -4.5865 -2.9558
S 1.8868 -6.2338 -2.2087
O 2.8266 -7.0629 -2.9309
O 0.5912 -6.7759 -1.9087
C 2.6015 -5.5646 -0.6465
H 1.2806 -3.8677 -0.3462
H 2.9510 -3.5778 0.0711
H 3.5951 -3.7951 -2.3303
H 2.2815 -2.6127 -2.2987
H 1.9490 -4.6517 -4.0116
H 0.6369 -4.4126 -2.7951
H 3.6696 -5.7973 -0.7172
H 2.3387 -6.2187 0.1843
C 3.3207 0.8005 0.3520
C 4.1112 0.0755 -0.7418
C 5.4121 -0.4696 -0.1490
S 5.9393 0.8120 1.0380
O 6.7408 1.8136 0.3163
O 6.4427 0.2112 2.2621
C 4.2741 1.5310 1.3025
H 2.6555 0.0860 0.8331
H 2.6869 1.6046 -0.0287
H 4.3415 0.7862 -1.5401
H 3.6585 -0.7607 -1.2762
H 6.2771 -0.6822 -0.7699
H 5.2287 -1.3114 0.5246
H 4.4112 2.6092 1.2818
H 4.1009 1.2216 2.3356
C -4.7813 1.8437 -2.0335
C -3.7177 2.6206 -2.8533
C -2.6113 3.0684 -1.8990
S -3.5309 3.6149 -0.3947
O -4.1513 4.9094 -0.6237
O -2.6282 3.4640 0.7463
C -4.8002 2.3256 -0.5813
H -4.4293 0.8154 -2.0652
H -5.7471 2.0577 -2.4810
H -4.0612 3.5676 -3.2813
H -3.4005 2.0143 -3.6997
H -1.8830 3.8401 -2.1282
H -2.0667 2.1837 -1.5503
H -5.6917 2.8742 -0.2770
H -4.5575 1.6122 0.2053
C 0.0859 2.0754 -3.8585
C -0.3967 0.7134 -4.3852
C 0.8327 -0.1642 -4.5532
S 2.1615 0.9661 -5.0969
O 2.2415 0.8809 -6.5459
O 3.3145 0.7649 -4.2282
C 1.2295 2.5499 -4.7386
H 0.3938 1.8887 -2.8267
H -0.7503 2.7704 -3.7661
H -1.0221 0.7686 -5.2785
H -1.0142 0.2680 -3.6030
H 0.8982 -0.9720 -5.2779
H 1.1007 -0.5357 -3.5639
H 0.7656 2.9529 -5.6375
H 1.9721 3.2371 -4.3399
C -5.2110 -2.6959 2.2373
C -5.5264 -2.7109 3.7369
C -4.4280 -3.4636 4.4720
S -3.8054 -4.7037 3.2962
O -4.7137 -5.8381 3.2143
O -2.3858 -4.9237 3.4622
C -4.0065 -3.5397 1.8800
H -5.0640 -1.6920 1.8286
H -6.0687 -3.0527 1.6647
H -6.4240 -3.3336 3.7829
H -5.7628 -1.7795 4.2443
H -4.6282 -3.9947 5.4009
H -3.5136 -2.8811 4.6112
H -3.9991 -4.2094 1.0165
H -3.0498 -3.0381 1.7255
C 1.7158 -2.3395 4.9358
C 0.6015 -2.5104 3.9147
C 1.0267 -3.4229 2.7555
S 2.7839 -3.9435 3.1155
O 3.7569 -2.9989 2.5898
O 2.9193 -5.3672 2.8187
C 2.5702 -3.5994 4.9027
H 1.3005 -2.0446 5.8964
H 2.4221 -1.5612 4.6320
H 0.3598 -1.5001 3.5795
H -0.2902 -2.8941 4.4112
H 1.0204 -3.0531 1.7332
H 0.4508 -4.3467 2.7829
H 3.5837 -3.7331 5.2844
H 2.0286 -4.4513 5.3285
C -2.0553 1.7610 3.3236
C -2.4854 1.3893 4.7572
C -1.3043 1.7038 5.6979
S 0.2481 1.7229 4.6240
O 1.1239 0.6891 5.0924
O 0.6231 3.0863 4.4283
C -0.6693 1.2025 3.1390
H -2.0632 2.8545 3.3085
H -2.7708 1.4652 2.5610
H -2.6925 0.3158 4.7683
H -3.3563 1.9271 5.1300
H -1.2063 0.8891 6.4125
H -1.4405 2.6557 6.2047
H -0.7353 0.1175 3.0851
H -0.1970 1.6672 2.2753
C -4.0687 -4.2739 -2.9245
C -4.5371 -4.0635 -4.3862
C -3.6851 -5.1061 -5.1481
S -2.0539 -5.1862 -4.2829
O -1.0608 -4.5344 -5.1270
O -1.7921 -6.5150 -3.7509
C -2.5951 -4.1015 -2.9134
H -4.3845 -5.2586 -2.5718
H -4.7046 -3.5594 -2.3917
H -4.4134 -3.0967 -4.8673
H -5.5937 -4.3321 -4.3978
H -3.4177 -4.8234 -6.1692
H -4.1410 -6.0829 -5.3052
H -2.4050 -3.0737 -3.2301
H -2.0152 -4.3310 -2.0228
C 2.8620 7.5320 2.9978
C 4.0655 7.4001 2.0614
O 3.6348 7.1052 0.7306
P 3.2335 5.5973 0.3126
O 4.1589 4.5681 0.7935
O 3.1859 5.7016 -1.2925
C 2.1902 6.4676 -1.9435
C 2.7421 7.5198 -2.8843
O 1.7005 5.4185 0.7475
C 1.1458 4.0942 0.8354
C 0.4773 3.7084 -0.4682
H 2.1706 6.7177 2.7810
H 3.1653 7.6024 4.0394
H 2.2877 8.4241 2.7345
H 4.6684 8.3047 2.1223
H 4.7166 6.5805 2.3720
H 1.4976 5.8172 -2.4915
H 1.4992 6.9511 -1.2450
H 3.4854 8.0744 -2.3055
H 3.3469 7.0489 -3.6644
H 1.9417 8.0932 -3.3400
H 1.8637 3.3455 1.1696
H 0.3538 4.1752 1.5794
H -0.0722 2.7773 -0.3213
H -0.1258 4.5606 -0.7862
H 1.1319 3.4893 -1.3189

***

The following is a DFT calculation (ωB97M-V/def2-TZVPD) of a 6-piece molecular cluster, C38H79FN6O6P overall in a non-equilibrium geometry.

Computed properties:
- E_LUMO (eV) = -2.34
- HOMO-LUMO gap (eV) = 7.88
- E_HOMO (eV) = -10.22
- net charge = +1
- maximum force (eV/Å) = 2.3
- E_tot (a.u.) = -2716.0465

CARTESIAN COORDINATES (ANGSTROEM)
C 2.2332 3.8803 1.2979
C 2.0278 2.4242 1.7176
O 0.8971 1.8339 1.0514
N 1.2929 0.7290 0.2563
C 1.8281 1.2672 -1.0024
C 1.4332 0.5545 -2.2808
N 1.2576 -0.9066 -2.0454
P 2.8160 -1.8195 -1.5780
C 2.7228 -3.3691 -2.5413
C 4.2388 -0.8803 -2.2040
C 0.1092 -1.0988 -1.0656
C -0.0686 -2.5882 -0.7952
C -1.4668 -2.9547 -0.3464
F -2.3286 -2.7802 -1.4378
C 0.1545 -0.2087 0.2285
C -1.2211 0.4952 0.3563
C -1.6171 1.4932 -0.7458
C -2.8181 1.0467 -1.5838
C -4.1101 0.9721 -0.7611
N -5.2640 1.3511 -1.5917
C -6.4696 1.5367 -0.8183
N -7.0015 2.6726 -0.6810
N -7.0860 0.3972 -0.2087
N 0.2128 -1.0431 1.4132
C 1.0734 -1.1104 2.3480
C 2.5336 -1.4727 2.1949
C 0.6519 -0.9112 3.7759
H 1.4860 4.1552 0.5520
H 3.2091 4.0364 0.8397
H 2.1006 4.5633 2.1315
H 1.8171 2.3746 2.7879
H 2.9125 1.8127 1.5426
H 1.5264 2.3117 -1.1096
H 2.9173 1.2775 -0.9226
H 0.5049 0.9163 -2.7196
H 2.2130 0.7056 -3.0241
H 0.9158 -1.2966 -2.9258
H 2.9375 -4.1703 -1.8383
H 3.5124 -3.3927 -3.2933
H 1.7545 -3.5288 -3.0113
H 4.1061 -0.3411 -3.1443
H 4.5822 -0.1861 -1.4417
H 5.0123 -1.6309 -2.3710
H -0.7676 -0.7860 -1.6354
H 0.0525 -3.1013 -1.7566
H 0.6862 -2.9947 -0.1233
H -1.8291 -2.3208 0.4591
H -1.5193 -3.9987 -0.0414
H -1.9444 -0.3220 0.3457
H -1.2834 0.9196 1.3511
H -1.9163 2.4221 -0.2549
H -0.7839 1.7685 -1.3933
H -2.9838 1.7513 -2.4000
H -2.6426 0.0578 -2.0230
H -4.2401 -0.0523 -0.3878
H -4.0645 1.6492 0.0935
H -5.4260 0.6239 -2.2827
H -6.4308 3.3458 -1.1930
H -6.5535 0.1018 0.6040
H -7.0635 -0.3916 -0.8480
H 2.7977 -2.1720 2.9894
H 2.7168 -1.9349 1.2295
H 3.1635 -0.5823 2.2706
H 1.4429 -0.3312 4.2613
H 0.6249 -1.8549 4.3260
H -0.2863 -0.3696 3.8407
C -9.2705 5.3249 -1.2240
C -9.3388 5.3451 -2.7497
C -9.7326 6.7922 -3.0217
O -9.1639 7.5675 -1.9665
C -8.6991 6.7049 -0.9276
H -8.6611 4.5196 -0.8196
H -10.2757 5.2344 -0.8066
H -8.3527 5.1358 -3.1724
H -10.0458 4.6301 -3.1677
H -10.8210 6.9144 -3.0031
H -9.3610 7.1672 -3.9763
H -7.6026 6.6901 -0.9496
H -9.0173 7.1051 0.0356
C -1.8442 -6.1544 -3.9655
C -1.3094 -7.1873 -2.9743
C 0.0327 -7.5496 -3.5981
O 0.4915 -6.3707 -4.2716
C -0.5677 -5.4241 -4.3575
H -2.5996 -5.4913 -3.5467
H -2.2734 -6.6541 -4.8355
H -1.1587 -6.7251 -1.9952
H -1.9605 -8.0496 -2.8451
H -0.0739 -8.3537 -4.3319
H 0.7801 -7.8507 -2.8637
H -0.3608 -4.6025 -3.6541
H -0.6023 -5.0122 -5.3669
C 1.6661 9.2645 0.1834
C 2.2487 8.3889 -0.9240
C 3.0527 7.3748 -0.1201
O 2.3693 7.2120 1.1232
C 1.3797 8.2357 1.2688
H 0.7778 9.8180 -0.1154
H 2.4144 9.9806 0.5279
H 1.4443 7.8902 -1.4694
H 2.8584 8.9348 -1.6419
H 4.0654 7.7410 0.0791
H 3.1291 6.4031 -0.6129
H 0.3882 7.7885 1.1385
H 1.4426 8.6468 2.2763
C 7.0601 -5.2385 -1.1081
C 7.6913 -4.1279 -0.2709
C 6.6656 -3.0133 -0.4104
O 5.3898 -3.6531 -0.5557
C 5.5827 -5.0567 -0.7938
H 7.4210 -6.2338 -0.8572
H 7.2484 -5.0656 -2.1696
H 7.7681 -4.4422 0.7714
H 8.6814 -3.8303 -0.6102
H 6.8657 -2.4083 -1.3027
H 6.6307 -2.3509 0.4552
H 5.2987 -5.6052 0.1090
H 4.9311 -5.3732 -1.6100
C 2.0666 -4.2168 8.2046
C 2.8362 -2.8993 8.2773
C 2.7994 -2.4414 6.8255
O 1.5757 -2.9382 6.2773
C 0.9926 -3.8889 7.1766
H 1.6503 -4.5349 9.1585
H 2.7168 -5.0118 7.8340
H 2.3030 -2.1888 8.9118
H 3.8502 -3.0021 8.6595
H 3.6366 -2.8609 6.2564
H 2.8202 -1.3553 6.7208
H 0.1169 -3.4331 7.6492
H 0.6644 -4.7587 6.6072

***

The following is a DFT calculation (ωB97M-V/def2-TZVPD) of a 5-piece molecular cluster, C38H79N6O3S overall in a non-equilibrium geometry.

Computed properties:
- E_LUMO (eV) = -5.23
- HOMO-LUMO gap (eV) = 4.24
- E_HOMO (eV) = -9.47
- net charge = +1
- maximum force (eV/Å) = 5.6
- E_tot (a.u.) = -2447.1166

CARTESIAN COORDINATES (ANGSTROEM)
C 0.9714 -2.2119 2.7063
C 1.6547 -0.9571 1.9101
C 1.8965 -1.3867 0.3570
C 3.0860 -2.4629 0.1913
C 3.2276 -3.0781 -1.2918
N 1.8971 -3.1334 -1.9774
C 0.9741 -4.1474 -1.4760
C -0.4711 -4.3169 -2.0360
C -0.9374 -3.3751 -3.1765
C -2.3738 -3.3495 -3.8507
O -2.6475 -2.3583 -4.5835
O -3.3765 -4.3571 -3.7285
N -3.5042 -4.8083 -2.4375
C -3.8040 -3.8255 -1.6023
S -3.6246 -2.7196 -0.3639
C 0.1104 -2.3317 -3.7026
C 1.5368 -2.2540 -3.0578
C 2.5194 -1.1400 -3.6705
C 2.1570 0.2884 -2.9761
O 3.3395 0.9558 -2.4950
H 0.0727 -1.7755 3.2650
H 1.6658 -2.6575 3.4951
H 0.6380 -3.0231 1.9728
H 0.9230 -0.0830 1.9739
H 2.6411 -0.6234 2.3915
H 2.1797 -0.4634 -0.2607
H 0.8745 -1.7708 -0.0156
H 4.0631 -1.9707 0.5660
H 2.8191 -3.3350 0.9053
H 4.0415 -2.5512 -1.8899
H 3.5947 -4.1669 -1.1532
H 1.2836 -4.8236 -0.6168
H -1.1906 -5.1156 -1.6193
H -0.1937 -1.6406 -4.5523
H 2.2469 -1.0671 -4.7880
H 3.6270 -1.3980 -3.5750
H 1.3601 0.1082 -2.1722
H 1.6687 0.9701 -3.7703
H 3.7970 0.3904 -1.8280
C -6.7998 0.7075 -0.5705
C -6.7728 1.7425 0.5485
N -6.4808 1.1788 1.8626
C -6.7413 2.1050 2.9611
C -5.8937 3.3728 3.0295
C -5.2453 0.4125 1.9756
C -3.9366 1.1157 1.6149
H -7.4920 -0.1066 -0.3387
H -7.1330 1.1758 -1.5001
H -5.8102 0.2822 -0.7568
H -7.7657 2.2043 0.5781
H -6.0648 2.5365 0.2804
H -6.6564 1.5701 3.9137
H -7.7946 2.4053 2.9062
H -4.8788 3.1638 3.3720
H -6.3319 4.0684 3.7522
H -5.8410 3.8920 2.0701
H -5.3354 -0.4777 1.3410
H -5.1595 0.0085 2.9896
H -4.0073 1.6844 0.6846
H -3.1454 0.3705 1.4785
H -3.6052 1.7864 2.4081
C 0.8071 6.3184 5.0828
C -0.7087 6.2740 5.2389
N -1.3823 5.4917 4.2072
C -2.8294 5.6888 4.1833
C -3.6272 5.2400 5.4056
C -0.9384 4.1100 4.0534
C -1.0214 3.1953 5.2749
H 1.0914 6.6693 4.0867
H 1.2347 7.0078 5.8153
H 1.2635 5.3400 5.2518
H -1.0644 7.3087 5.1822
H -0.9513 5.9131 6.2459
H -3.2452 5.2037 3.2926
H -3.0201 6.7579 4.0304
H -3.7211 4.1539 5.4508
H -4.6441 5.6413 5.3467
H -3.1923 5.5947 6.3424
H 0.1035 4.1218 3.7117
H -1.4842 3.6432 3.2263
H -0.6424 3.6705 6.1825
H -0.4167 2.2989 5.1033
H -2.0416 2.8575 5.4593
C 3.7856 -9.8841 -3.9432
C 2.3049 -9.5232 -3.9696
N 1.9803 -8.3180 -3.2115
C 0.5551 -8.1301 -2.9910
C -0.3255 -7.8964 -4.2163
C 2.7077 -7.1101 -3.5800
C 2.6089 -6.6312 -5.0278
H 4.1543 -9.9645 -2.9170
H 3.9400 -10.8497 -4.4309
H 4.3943 -9.1495 -4.4762
H 1.7639 -10.3690 -3.5315
H 1.9768 -9.4471 -5.0133
H 0.4070 -7.3038 -2.2847
H 0.1729 -9.0143 -2.4671
H -0.1975 -6.8911 -4.6217
H -1.3793 -7.9894 -3.9337
H -0.1373 -8.6218 -5.0101
H 3.7680 -7.2662 -3.3487
H 2.4083 -6.2900 -2.9167
H 2.7323 -7.4426 -5.7482
H 3.3991 -5.9001 -5.2268
H 1.6596 -6.1320 -5.2255
C 2.6500 4.5087 -2.4329
C 2.6512 5.5341 -1.3052
N 2.9132 4.9581 0.0101
C 2.6266 5.8746 1.1114
C 3.4693 7.1434 1.2150
C 4.1471 4.1895 0.1423
C 5.4632 4.8942 -0.1836
H 1.9526 3.6925 -2.2234
H 2.3378 4.9845 -3.3664
H 3.6431 4.0851 -2.5998
H 1.6577 5.9959 -1.2942
H 3.3648 6.3302 -1.5500
H 2.6897 5.3301 2.0604
H 1.5743 6.1740 1.0337
H 4.4753 6.9328 1.5803
H 3.0112 7.8298 1.9343
H 3.5449 7.6735 0.2632
H 4.0698 3.3054 -0.5026
H 4.2106 3.7758 1.1543
H 5.4129 5.4716 -1.1096
H 6.2559 4.1501 -0.3100
H 5.7780 5.5569 0.6226

***

> What is the E_tot in the second record?

-2716.0465 a.u.